No. 1
ORCA calculation (ωB97M-V/def2-TZVPD) on 11 unconnected molecules or ions with the total composition C26H70F6N2O28PS8 at a distorted geometry.

The geometry in XYZ format:
```
141
Properties=species:S:1:pos:R:3:forces:R:3:lowdin_charge:R:1
C 2.008 -7.060 0.185 2.1 -0.7 -0.3 -0.32
C 0.893 4.689 -5.734 0.5 0.7 -2.5 -0.33
H 3.220 5.071 1.151 -0.2 -0.6 0.0 0.12
C -2.830 2.436 -1.217 0.4 -0.4 1.5 -0.02
H -0.296 3.149 2.849 0.3 -0.4 0.0 0.04
H 9.321 1.579 -1.453 0.0 0.9 0.1 0.08
H 2.748 -4.146 -1.591 -0.7 -0.7 -0.2 0.06
H 4.417 -0.411 -2.559 -0.4 0.0 0.2 0.07
H 3.391 6.198 -0.879 0.0 0.1 -0.1 0.08
H -3.316 -3.054 0.002 0.5 -0.1 0.3 0.06
C 3.227 -6.463 0.880 0.5 -0.7 -0.8 -0.06
H 2.478 -2.534 -1.916 -0.6 0.4 0.2 0.05
H 0.365 6.500 -6.783 -0.2 0.0 -0.3 0.07
H -1.535 0.841 3.719 -0.2 0.0 0.0 0.06
H 0.171 -3.481 -1.674 0.0 0.0 -0.1 0.08
O 1.483 5.940 1.834 -0.2 0.1 1.4 -0.28
C 3.627 1.334 2.604 -0.7 0.4 1.3 0.05
C 2.752 6.635 -0.112 0.2 0.9 -0.4 -0.08
C -0.143 -5.321 2.116 -0.5 -0.8 -2.4 -0.06
H -0.462 4.119 1.462 0.7 0.4 -0.3 0.07
H 4.066 -2.018 2.334 -0.2 -0.2 0.3 0.04
H -5.231 -2.787 3.252 0.0 -0.2 0.2 0.06
H -3.400 1.609 0.748 -0.3 -0.4 -0.4 0.08
O -6.238 -2.526 0.376 0.7 0.5 -0.4 -0.29
H 3.221 2.040 1.879 -0.4 -0.2 0.3 0.10
N 3.424 -3.727 3.429 2.2 4.2 -2.9 -0.63
C -5.976 -2.295 3.878 0.1 -0.7 0.0 -0.06
H 0.457 -4.459 1.823 -0.1 0.0 0.2 0.05
H -2.660 1.373 -1.383 -0.2 0.1 -0.9 0.06
F 0.226 -1.970 0.414 -0.1 0.2 0.0 -0.16
F 0.463 1.302 -0.003 -0.4 -1.3 -0.1 -0.19
H -1.164 -5.059 2.391 0.3 -0.1 0.6 0.05
O 2.603 4.411 3.550 -3.6 0.9 -1.3 -0.34
H 1.639 -7.916 0.750 -0.6 0.4 0.1 0.11
C 3.219 -2.702 2.390 0.3 -0.6 0.5 -0.04
H 7.200 3.044 -1.459 0.2 0.0 0.4 0.12
O -0.732 -7.611 0.690 0.0 0.3 -0.5 -0.32
O 1.126 -6.009 -0.088 -3.6 0.1 0.2 -0.28
O 6.239 1.910 -2.778 -2.4 -0.5 -1.6 -0.28
F 0.585 -0.631 -1.405 0.2 0.7 1.0 -0.17
C 7.221 1.998 -1.763 0.6 0.9 0.9 -0.30
C -2.401 0.192 3.585 -0.9 0.5 1.5 -0.08
H 1.113 5.198 -7.790 -0.1 0.3 -0.2 0.07
H 0.868 3.614 -5.911 -0.1 -0.1 0.2 0.11
C 2.314 5.509 0.732 0.1 -0.7 0.6 -0.29
S 4.591 1.961 -2.395 0.2 -2.0 0.9 0.72
O -0.189 5.172 -2.120 1.1 -0.1 -1.5 -0.29
H 7.008 1.393 -0.882 -0.4 -0.1 -0.1 0.11
H 1.045 3.001 1.625 -0.5 0.0 -0.2 0.04
H -6.560 -4.605 0.123 0.1 0.4 0.3 0.12
O -3.897 1.396 5.504 0.8 -3.1 -0.1 -0.33
S -3.823 4.019 2.320 -0.2 -0.5 -0.7 0.73
H -6.213 -2.921 4.738 0.3 -0.1 0.1 0.08
H -2.006 3.038 -1.600 0.0 0.0 0.0 0.06
H 3.037 -6.234 1.929 0.1 0.5 -0.1 0.07
H 1.297 2.705 -2.226 0.5 -0.4 -0.4 0.06
H 5.203 0.101 -1.033 -0.2 0.0 0.1 0.05
H -6.041 3.139 1.937 0.1 0.1 0.1 0.07
S -3.182 0.108 5.306 1.0 0.9 -1.9 0.72
H 3.137 -3.208 1.428 -0.2 -0.1 -0.4 0.06
C 2.237 -3.517 -2.320 0.7 1.8 -0.1 -0.06
C -5.433 -0.965 4.332 -0.3 0.4 0.0 -0.29
H -5.279 -3.832 -0.897 0.2 -0.6 0.4 0.10
H 3.428 0.324 -1.162 -0.1 -0.3 -0.2 0.05
H -3.777 2.838 -1.578 0.0 -0.4 -0.2 0.08
O -2.708 3.628 3.190 -1.7 0.7 -1.7 -0.30
H -0.018 2.478 -3.383 -0.3 0.6 0.3 0.07
H -4.905 1.819 2.230 0.2 0.2 0.0 0.01
H -2.079 -0.760 3.163 -0.2 0.0 0.5 0.06
H -6.862 -2.710 -2.318 0.3 0.2 0.3 0.06
O 5.608 1.848 1.728 1.8 4.2 -0.5 0.06
H 2.287 -2.174 2.590 -0.2 0.1 0.0 0.06
H 1.915 7.119 -0.615 0.1 0.2 0.1 0.08
H 1.928 5.000 -5.587 0.2 -0.1 0.0 0.11
H -1.870 2.363 0.785 0.3 0.2 -0.3 0.09
O -4.224 -1.204 5.040 2.1 0.9 1.4 -0.28
C 0.299 3.650 2.085 0.6 0.1 2.0 -0.10
H -0.601 5.068 -7.362 0.0 0.2 0.2 0.07
F -0.127 -0.136 1.781 0.9 0.2 -0.4 -0.18
H -3.903 -2.872 1.697 0.0 0.2 -0.2 0.07
O 0.317 -2.814 -3.669 -1.8 -0.9 -0.6 -0.26
O 2.497 -4.456 3.692 -4.6 -3.7 1.1 -0.18
H 2.841 -3.476 -3.227 -0.2 -0.6 -0.4 0.07
H -1.896 -2.582 -1.815 0.0 -0.3 -0.2 0.04
C -5.221 2.804 2.573 0.6 0.8 -0.3 -0.09
H 8.697 0.603 -2.606 -0.6 -0.2 -0.4 0.07
C -7.190 -3.564 -1.725 0.5 1.1 0.8 -0.07
C 0.369 5.438 -7.030 0.9 -1.0 1.5 -0.05
C -2.153 -2.175 -2.793 0.3 -0.4 -0.6 -0.10
O -4.333 5.401 2.292 1.1 -2.8 -0.1 -0.31
H 0.612 -4.739 -2.871 -0.5 0.1 -0.1 0.11
O -1.584 -4.484 -4.062 0.3 1.4 -0.7 -0.30
S 1.253 4.891 3.086 0.9 0.0 -0.5 0.71
O -1.471 -2.247 -5.316 0.3 -0.8 -0.3 -0.30
H -3.169 0.697 2.999 0.3 -0.1 -0.2 0.02
H 1.727 4.851 0.091 0.1 -0.5 0.3 0.11
C 0.740 -3.697 -2.579 1.0 -0.6 0.2 -0.26
H -6.091 -0.519 5.078 -0.3 0.5 -0.6 0.12
O 4.484 2.839 -1.232 -0.3 -0.2 -2.1 -0.31
S -4.986 -1.442 0.118 -1.0 0.5 -1.2 0.70
H 8.934 2.250 -3.120 0.1 0.2 0.3 0.07
H 4.075 -7.145 0.801 -0.1 -0.6 0.4 0.07
C -3.588 -2.354 0.792 -0.5 0.1 -1.2 -0.08
O 0.134 5.091 -4.656 -0.6 0.4 3.3 -0.26
H -1.882 -1.119 -2.783 0.3 -0.2 -0.3 0.06
O 2.149 5.403 -3.060 -2.1 -0.7 -0.3 -0.30
P 0.309 -0.357 0.203 0.8 -0.4 0.4 0.23
H -2.831 -1.588 0.965 0.2 -0.2 -0.1 0.05
H -7.094 -4.372 -2.451 -0.4 -0.5 0.6 0.08
O 3.754 1.999 -3.622 2.6 0.9 2.4 -0.32
H -8.199 -3.289 -1.418 -0.2 -0.6 -0.2 0.07
H 3.357 7.334 0.466 -0.2 0.2 -0.1 0.08
C 0.949 2.957 -3.227 -0.7 1.5 0.1 -0.08
H -3.223 -2.240 -2.990 0.1 -0.2 0.0 0.05
C 4.368 0.273 -1.712 0.6 1.3 -0.6 -0.08
S 0.808 4.818 -3.114 0.1 -1.3 -0.8 0.70
H 3.633 -5.663 0.261 -0.5 0.7 0.5 0.07
N 4.886 0.965 2.023 0.6 -1.8 -0.9 -0.48
H 2.244 -7.450 -0.805 0.4 -0.2 0.0 0.11
F 1.869 -0.416 0.571 -0.1 0.3 -0.2 -0.15
S -1.273 -3.069 -4.159 0.9 1.0 3.2 0.66
O 4.529 -3.732 4.022 2.4 -0.2 1.4 -0.20
C -2.853 2.452 0.324 0.6 -1.1 -0.1 -0.31
H -6.893 -2.302 3.289 0.0 0.8 -0.1 0.08
O -2.120 -0.288 6.220 -2.2 0.1 -0.7 -0.29
H -5.526 2.747 3.618 0.3 0.3 0.0 0.06
O -3.502 3.619 0.687 -1.2 3.1 2.9 -0.27
O -4.915 -1.137 -1.353 0.0 -1.0 4.0 -0.31
C 8.610 1.639 -2.277 -0.2 -0.9 -0.3 -0.07
O 0.339 5.519 4.036 1.6 -0.6 -1.4 -0.30
H -5.174 -0.350 3.470 -0.6 0.3 0.1 0.08
H 1.522 2.718 -4.124 0.6 0.0 0.8 0.04
O 5.235 -0.149 1.769 -0.9 -2.7 0.3 0.07
O -1.342 -5.372 -0.388 2.2 -2.2 1.8 -0.35
H 3.011 0.496 2.931 0.1 0.0 -0.7 0.11
O -5.204 -0.366 1.080 -0.3 -1.1 -1.4 -0.32
S -0.445 -6.219 0.467 0.3 3.6 0.3 0.70
C -6.274 -3.732 -0.463 0.2 1.0 -2.1 -0.22
F -1.243 -0.324 -0.087 -1.5 0.5 -0.9 -0.15
H 3.949 1.871 3.497 -0.4 0.3 -0.1 0.11
H 0.457 -5.993 2.730 -0.4 0.2 0.2 0.06
```
Positions in Å, forces in eV/Å.

The value obtained for the energy is -200678.7005 eV. As for the net charge: -2. The value obtained for the maximum force is 6.003 eV/A. As for the spin multiplicity: 2.

No. 2
ORCA calculation (ωB97M-V/def2-TZVPD) on 9 unconnected molecules or ions with the total composition C26H70O9 at a distorted geometry.

The geometry in XYZ format:
```
105
Properties=species:S:1:pos:R:3:forces:R:3:lowdin_charge:R:1
H 5.743 0.859 -3.844 0.1 0.2 0.0 0.07
H -0.531 4.040 0.661 -0.6 0.2 0.7 0.13
H 3.256 4.250 0.093 -0.8 0.2 -0.4 0.03
H -0.436 1.306 -5.143 -0.6 0.4 -0.4 0.08
H 1.014 5.926 0.152 0.1 -0.3 -0.1 0.08
O -3.056 1.021 2.363 0.8 0.3 1.2 -0.10
H 4.266 0.202 -4.447 -0.4 0.5 -0.2 0.08
C -2.310 -3.943 -1.781 0.7 -0.3 1.5 -0.08
H 0.342 0.326 1.679 0.1 -0.8 0.6 0.10
H -0.526 -0.353 -4.808 0.2 -0.2 0.9 0.06
H -1.518 -7.419 1.660 -0.2 0.1 -0.2 0.08
H 1.905 1.129 -3.071 0.4 -0.4 -0.2 0.08
C 0.504 3.279 2.459 -1.8 1.5 0.1 -0.03
H -2.355 -3.389 4.227 -0.3 0.0 0.4 0.12
H -0.580 0.176 -0.715 -0.3 0.0 -0.3 0.05
H 7.115 4.131 1.475 -0.5 -0.7 0.4 0.07
H -0.856 -6.824 0.056 -0.4 0.6 0.2 0.07
H 0.938 2.373 0.440 0.0 -0.2 -0.7 0.03
O -2.243 -3.186 -3.918 0.0 -0.2 -0.7 -0.08
H -2.042 0.368 -5.093 0.0 0.5 -0.8 0.07
H -3.217 -0.519 0.407 -0.1 0.1 0.2 0.06
H 5.045 2.157 1.897 0.0 0.1 0.3 0.08
C 3.997 1.865 -3.051 0.2 -1.4 -0.5 -0.53
O -1.425 -1.653 3.948 1.0 0.2 -0.3 -0.07
C 6.197 4.650 1.196 -1.0 0.1 -0.8 -0.05
H 1.757 0.414 0.688 0.4 -0.5 -0.2 0.10
H -1.511 -5.029 -3.285 0.4 -0.1 -0.8 0.12
C -3.357 -2.303 2.604 0.6 0.3 2.0 -0.05
H -3.217 -4.493 -2.030 -0.6 1.1 0.2 0.09
C -0.052 -3.425 -2.924 -0.2 -0.4 -0.2 -0.06
O 4.084 4.701 -0.085 0.5 -0.1 1.0 -0.06
H 0.655 -4.126 -2.481 -0.2 0.1 0.7 0.07
H -2.589 -2.039 1.877 0.0 -0.9 -0.3 0.05
H 5.412 3.223 -0.240 0.4 -0.3 0.0 0.11
H -0.049 -2.433 -2.472 0.0 -0.2 0.4 0.05
H 6.584 5.331 0.438 -0.4 0.4 0.0 0.07
H -1.899 -4.535 -0.963 0.4 0.0 0.1 0.06
C -0.643 -7.118 1.084 0.9 -0.6 0.4 -0.08
O 1.225 3.271 0.262 1.5 0.0 -1.2 -0.09
C 2.702 1.505 -2.430 -1.0 1.0 1.2 -0.06
H 2.846 0.893 -1.540 -0.1 -0.3 -0.1 0.08
H -3.832 -0.652 4.937 0.4 0.2 -1.2 0.06
H 4.784 -0.244 -2.911 -0.2 0.4 0.7 0.07
C 0.222 -6.126 1.877 -1.0 0.9 0.0 -0.49
H 1.482 3.082 2.899 0.0 0.3 -0.3 0.08
H -4.715 0.482 0.560 -0.2 -0.4 -0.2 0.07
H -0.080 2.363 2.367 0.2 -0.2 0.0 0.06
H -3.238 3.535 0.183 -0.5 -0.1 -0.5 0.05
C -1.348 0.994 -3.238 2.5 -0.9 0.7 -0.52
C -1.494 -3.977 -3.000 1.2 0.0 -1.0 -0.52
H -3.603 0.626 -0.835 -0.3 0.2 0.0 0.05
H 3.532 2.381 1.042 -0.2 0.1 0.2 0.06
C 0.453 4.046 1.129 0.3 -0.4 0.3 -0.48
C 5.019 3.830 0.576 1.5 0.0 -1.0 -0.49
H 0.463 6.176 1.775 -0.6 -0.3 0.1 0.07
C -0.504 -4.800 1.967 -0.2 0.4 -0.2 -0.07
H -0.566 -4.453 0.936 -0.6 0.1 -0.1 0.06
C -3.000 1.555 1.054 -0.9 0.3 -0.4 -0.47
H -1.664 -0.846 3.486 0.3 0.5 -0.1 0.06
C -3.682 2.958 0.995 0.9 -0.3 0.3 -0.11
C 0.742 0.018 0.713 -1.3 -0.1 -0.7 -0.30
H -2.267 -2.895 -1.485 -1.2 0.0 0.4 0.08
O -1.765 -0.150 -2.472 -0.1 0.2 0.0 -0.11
O 3.797 2.650 -4.191 0.0 0.7 -0.9 -0.05
H -1.962 3.138 -3.359 0.1 -0.2 -0.1 0.07
H 0.417 -3.259 -3.894 -0.5 -0.1 -0.5 0.07
C -2.636 -2.356 4.024 -0.7 1.3 -0.9 -0.46
H -4.443 -2.191 5.153 -0.1 -0.4 0.5 0.07
H -3.053 -1.506 6.083 0.4 -1.0 0.1 0.07
H -4.021 -1.439 2.572 -0.4 -0.3 0.1 0.05
H -2.373 2.134 -1.905 0.1 0.7 0.1 0.06
O 0.495 -6.572 3.216 0.1 -0.1 -1.0 -0.04
H 0.919 -1.604 -0.699 0.3 -0.4 0.4 0.07
C 4.717 0.633 -3.553 1.2 -0.7 -0.5 -0.08
H -0.105 3.926 3.091 0.1 -0.2 0.9 0.08
H 1.092 -5.952 1.244 0.7 -0.2 0.5 0.13
H -0.346 1.143 -2.838 0.0 0.7 0.5 0.11
H -1.959 1.716 0.775 0.0 -0.3 0.2 0.10
C -2.260 2.157 -2.989 -0.4 -0.9 0.5 -0.09
C -1.072 0.576 -4.641 -0.6 -0.2 -1.1 -0.10
H -0.068 -3.949 2.490 0.7 -0.4 0.3 0.07
H -3.389 3.538 1.871 0.3 -0.2 0.3 0.06
H 1.065 -1.915 1.167 0.4 -1.2 -0.6 0.07
C 4.337 2.910 1.550 0.3 0.2 -0.1 -0.06
H -2.677 -0.306 -2.727 -0.5 -0.4 0.1 0.07
H 4.564 2.448 -2.325 0.4 -0.2 0.2 0.12
H -3.990 1.004 2.586 -0.2 -0.1 0.3 0.07
H -4.771 3.001 1.018 0.0 -0.4 -0.5 0.06
H 2.335 2.459 -2.053 -0.5 0.1 0.3 0.07
C -3.674 0.456 0.240 0.2 0.9 -0.9 -0.09
H -0.022 -7.996 0.911 0.0 -0.5 0.2 0.06
H -1.679 -2.464 -4.205 -0.1 0.1 -0.1 0.05
H 5.768 5.209 2.027 0.4 0.2 0.1 0.07
H -0.489 -1.744 0.422 -0.1 0.1 -0.2 0.07
H 0.784 -7.483 3.126 0.1 -0.2 0.2 0.07
H 3.975 3.549 2.356 -0.3 -0.4 0.3 0.08
H 1.981 5.477 1.582 0.3 -0.1 -0.3 0.07
C -3.486 -1.673 5.097 -1.2 -0.3 0.4 -0.08
O -0.018 0.764 -0.204 -0.1 1.3 -0.8 -0.12
H -3.873 -3.259 2.508 -0.1 0.2 -0.8 0.07
H 3.179 3.351 -3.972 -0.1 0.2 0.0 0.09
C 0.986 5.463 1.138 0.5 0.4 0.7 -0.06
H -3.238 1.838 -3.350 -0.3 0.5 -0.4 0.06
H -1.480 -4.926 2.436 -0.2 -0.1 -0.3 0.08
C 0.557 -1.456 0.319 0.6 1.2 2.0 -0.06
```
Positions in Å, forces in eV/Å.

As for the energy above the lowest of the compared OMol25 structures with the same formula, charge and spin: 8.6 kcal per mole. As for the net charge: -1. The value obtained for the maximum force is 2.772 eV/A. As for the spin multiplicity: 2.